The following is a DFT calculation (ωB97M-V/def2-TZVPD) of 2 unconnected molecules or ions with the total composition C4H9NO.

Bonds (Å) are listed after each position.
Element x y z (Å)
1 O -1.59 -1.10 -0.39  C5 1.261
2 N 0.42 -0.65 0.36  C4 1.444, C5 1.291
3 C -0.40 0.34 -1.37  C6 1.494, H7 1.083, H12 1.083
4 C 1.51 -0.75 1.30  N2 1.444, H10 1.097, H13 1.098, H15 1.100
5 C -0.69 -1.30 0.47  O1 1.261, N2 1.291, H14 1.100
6 C -0.76 1.64 -0.74  C3 1.494, H8 1.100, H9 1.091, H11 1.092
7 H -1.11 -0.02 -2.11  C3 1.083
8 H -0.93 2.37 -1.54  C6 1.100
9 H 0.03 2.01 -0.08  C6 1.091
10 H 2.42 -1.12 0.81  C4 1.097
11 H -1.69 1.56 -0.17  C6 1.092
12 H 0.62 0.23 -1.70  C3 1.083
13 H 1.74 0.23 1.74  C4 1.098
14 H -0.87 -2.01 1.29  C5 1.100
15 H 1.28 -1.44 2.13  C4 1.100

Values from the calculation:
Highest occupied orbital energy, eV: -8.86
Relative energy (zero: lowest compared OMol25 entry of this formula, charge and spin), eV: 3.8246
Total charge: 0
Gap between HOMO and LUMO, eV: 9.322

natural (NBO) population analysis, charges in e, atoms 1 to 8: atom 1 (O): -0.635, atom 2 (N): -0.539, atom 3 (C): 0.005, atom 4 (C): -0.420, atom 5 (C): 0.460, atom 6 (C): -0.674, atom 7 (H): 0.204, atom 8 (H): 0.227

---

The following is a DFT calculation (ωB97M-V/def2-TZVPD) of 2 unconnected molecules or ions with the total composition C4H9NO.

Bonds (Å) are listed after each position.
Element x y z (Å)
1 O 1.34 0.87 -1.19  C6 1.334, H9 0.980
2 N 1.83 0.32 0.98  C6 1.268, H14 1.016
3 C -1.34 -0.75 -0.53  C4 1.334, C5 1.505, H12 1.090
4 C -0.42 -1.63 -0.15  C3 1.334, H10 1.087, H15 1.087
5 C -1.80 0.41 0.32  C3 1.505, H7 1.095, H8 1.097, H11 1.095
6 C 2.05 1.01 -0.06  O1 1.334, N2 1.268, H13 1.094
7 H -2.09 1.27 -0.30  C5 1.095
8 H -2.68 0.12 0.91  C5 1.097
9 H 0.68 0.16 -1.03  O1 0.980
10 H 0.08 -1.54 0.81  C4 1.087
11 H -1.02 0.72 1.01  C5 1.095
12 H -1.80 -0.85 -1.52  C3 1.090
13 H 2.82 1.77 -0.19  C6 1.094
14 H 2.49 0.58 1.71  N2 1.016
15 H -0.13 -2.46 -0.78  C4 1.087

Values from the calculation:
Highest occupied orbital energy, eV: -9.71
Relative energy (zero: lowest compared OMol25 entry of this formula, charge and spin), eV: 1.6766
Total charge: 0
SMILES: [H]/N=C/O.C=CC
Gap between HOMO and LUMO, eV: 10.787

natural (NBO) population analysis, charges in e, atoms 1 to 8: atom 1 (O): -0.689, atom 2 (N): -0.747, atom 3 (C): -0.199, atom 4 (C): -0.413, atom 5 (C): -0.666, atom 6 (C): 0.421, atom 7 (H): 0.216, atom 8 (H): 0.224

---

The following is a DFT calculation (ωB97M-V/def2-TZVPD) of a single C4H9NO molecule in a non-equilibrium geometry.

Bonds (Å) are listed after each position.
Element x y z (Å)
1 O -1.07 0.58 -0.79  C3 1.630, C4 1.451
2 N 0.29 -1.24 -0.19  C5 1.460, C6 1.468, H8 1.261
3 C 0.52 0.87 -1.01  O1 1.630, C6 1.544, H11 1.088, H13 1.079
4 C -1.36 0.32 0.61  O1 1.451, C5 1.565, H9 1.104, H12 1.090
5 C -0.32 -0.76 1.05  N2 1.460, C4 1.565, H10 1.091, H15 1.103
6 C 1.38 -0.30 -0.49  N2 1.468, C3 1.544, H7 1.116, H14 1.107
7 H 2.03 -0.02 0.37  C6 1.116
8 H -0.62 -0.73 -0.90  N2 1.261
9 H -2.38 -0.08 0.72  C4 1.104
10 H -0.80 -1.61 1.54  C5 1.091
11 H 0.55 0.94 -2.09  C3 1.088
12 H -1.30 1.27 1.13  C4 1.090
13 H 0.61 1.81 -0.48  C3 1.079
14 H 2.08 -0.73 -1.24  C6 1.107
15 H 0.39 -0.31 1.77  C5 1.103

Values from the calculation:
Highest occupied orbital energy, eV: -8.42
Relative energy (zero: lowest compared OMol25 entry of this formula, charge and spin), eV: 4.0122
Total charge: 0
SMILES: C1COCCN1
Gap between HOMO and LUMO, eV: 9.516

natural (NBO) population analysis, charges in e, atoms 1 to 8: atom 1 (O): -0.558, atom 2 (N): -0.654, atom 3 (C): -0.086, atom 4 (C): -0.109, atom 5 (C): -0.273, atom 6 (C): -0.273, atom 7 (H): 0.185, atom 8 (H): 0.409

---

The highest relative energy (zero: lowest compared OMol25 entry of this formula, charge and spin) belongs to which entry? number 3